[1]
Here is 2 unconnected molecules or ions with the total composition C2H4O3S at a distorted geometry from the OMol25 dataset. Energies are from the ωB97M-V functional and the def2-TZVPD basis.

XYZ file:
```
10
Properties=species:S:1:pos:R:3:forces:R:3:mulliken_charge:R:1
O 1.28677 -2.11875 -0.16653 -0.45 0.20 -0.66 -0.343
C 1.42569 -0.96389 -0.11999 0.81 0.68 2.03 0.542
C 1.49000 0.30599 0.36520 0.72 0.31 -2.38 -0.371
O 2.24900 0.64580 1.47768 -1.54 -3.06 2.82 -0.495
H 1.55626 1.10409 -0.39672 -0.70 -0.50 0.51 0.322
H 1.87891 -0.00687 2.22928 1.47 2.42 -2.19 0.336
O -2.86662 0.78992 -0.32421 1.50 -1.20 2.62 -0.468
S -1.50682 0.08533 -0.95967 -1.57 -1.33 -0.41 -0.003
H -3.34035 1.28935 -0.92443 -1.26 1.52 -2.31 0.330
H -2.17282 -1.13097 -1.18060 1.03 0.96 -0.05 0.150
```
Forces are in eV/Å.

## Properties
- Energy above the lowest of the compared OMol25 structures with the same formula, charge and spin: 284.2 kJ/mol
- E: -702.38528 hartree
- Molar mass: 108.1 g mol⁻¹
- Gap between HOMO and LUMO: 8.364 eV
- SMILES: O=C=CO.OS

[2]
Here is a single C3H5N3O molecule at a distorted geometry from the OMol25 dataset. Energies are from the ωB97M-V functional and the def2-TZVPD basis.

XYZ file:
```
12
Properties=species:S:1:pos:R:3:forces:R:3:mulliken_charge:R:1
C -1.80706 -0.41273 -0.08640 0.58 -0.47 -1.42 -0.601
N -0.38720 0.00858 -0.14864 -2.11 0.30 -1.17 0.701
N 0.11281 0.56489 -1.18246 2.06 1.12 -2.08 -0.977
C 1.42806 0.72300 -0.89185 0.16 0.60 -0.81 -0.406
C 1.67454 0.27031 0.36120 -2.49 -0.97 0.67 -0.134
N 0.46732 -0.18169 0.79814 -0.48 -1.83 4.00 0.514
O 0.02123 -0.76436 1.96503 1.50 1.38 -2.56 -0.766
H -1.74925 -1.51221 -0.43284 -0.72 1.58 1.28 0.276
H -1.98468 -0.13835 0.94282 -1.03 -0.99 0.34 0.300
H -2.49853 0.15751 -0.81762 1.76 -0.65 1.17 0.253
H 2.23406 1.16306 -1.47757 -0.93 -0.05 -0.48 0.377
H 2.48869 0.12201 0.97019 1.69 -0.02 1.05 0.464
```
Forces are in eV/Å.

## Properties
- Energy above the lowest of the compared OMol25 structures with the same formula, charge and spin: 451.6 kJ/mol
- E: -356.68537 hartree
- Molar mass: 99.1 g mol⁻¹
- Gap between HOMO and LUMO: 9.650 eV
- SMILES: Cn1ncc[n+]1[O-]

[3]
Here is a single C5H5NO2 molecule at a distorted geometry from the OMol25 dataset. Energies are from the ωB97M-V functional and the def2-TZVPD basis.

XYZ file:
```
13
Properties=species:S:1:pos:R:3:forces:R:3:mulliken_charge:R:1
C -0.33985 0.25398 -2.74202 -0.82 -4.79 0.18 -0.370
C -0.51603 -0.71298 -1.90724 0.16 5.77 -3.35 -0.247
C -0.89623 -1.02119 -0.55973 -1.51 -2.94 2.78 0.813
O -1.80763 -1.85804 -0.17959 2.96 2.71 -1.59 -0.674
N -0.04066 -0.51666 0.41057 -0.10 1.05 0.68 0.181
O -0.27946 -1.11889 1.70537 -0.56 0.89 -2.37 -0.445
C 0.56444 0.83552 0.47573 1.23 -3.50 1.84 -0.076
C 1.25202 1.15080 1.59428 -2.37 -0.14 -0.46 -0.708
H -0.32938 0.55127 -3.86553 0.13 -0.20 2.71 0.307
H -1.10774 -1.57552 1.38332 0.10 -0.35 0.90 0.387
H 0.81131 1.23428 -0.46956 -0.43 0.65 -0.89 0.231
H 1.08849 0.63062 2.54340 0.29 0.07 -0.54 0.307
H 1.60073 2.14679 1.61100 0.93 0.79 0.12 0.293
```
Forces are in eV/Å.

## Properties
- Energy above the lowest of the compared OMol25 structures with the same formula, charge and spin: 578.5 kJ/mol
- E: -398.55814 hartree
- Molar mass: 111.1 g mol⁻¹
- Gap between HOMO and LUMO: 8.334 eV
- SMILES: C#CC(=O)N(O)C=C

[4]
Here is a molecular structure, C17H18N7SW from the OMol25 dataset. Energies are from the ωB97M-V functional and the def2-TZVPD basis.

XYZ file:
```
44
Properties=species:S:1:pos:R:3:forces:R:3:mulliken_charge:R:1
W 0.37651 0.19859 0.03008 -0.06 0.22 -0.15 1.352
C -3.10924 4.20332 -0.97553 0.00 -0.01 -0.02 -1.285
C -3.15347 2.98881 -0.13231 -0.07 0.10 -0.01 0.855
N -4.06357 2.67579 0.73583 0.05 -0.08 0.01 -0.592
N -3.69065 1.47667 1.26556 -0.04 0.07 -0.02 0.249
C -2.56846 1.02690 0.75234 0.04 -0.01 0.00 0.334
S -1.71676 -0.46993 0.97630 -0.03 -0.02 0.08 -0.200
N -2.19479 1.97186 -0.12999 0.05 -0.06 0.01 0.366
N -1.04072 1.78285 -0.91690 -0.02 -0.03 0.06 -0.977
H -4.00243 4.79126 -0.77349 0.00 0.00 0.01 0.354
H -3.09960 3.94863 -2.03719 0.00 0.00 0.00 0.371
H -2.23761 4.81866 -0.74182 0.00 0.00 0.00 0.371
H -4.28125 1.04418 1.96951 0.01 0.00 0.00 0.192
H -0.55540 2.68067 -0.98860 -0.01 0.01 -0.02 0.363
H -1.33230 1.52306 -1.86370 0.04 -0.01 -0.01 0.345
N 1.71317 1.46854 0.40913 0.04 0.08 0.07 -0.705
C 2.55492 2.31925 0.61000 -0.05 0.01 0.00 1.003
C 3.47201 3.24645 0.84249 0.02 0.00 0.01 0.403
C 4.60321 3.33653 -0.02436 -0.02 0.06 0.01 -0.135
N 5.49418 3.40860 -0.74610 0.01 -0.05 -0.02 -0.137
C 3.27621 4.11977 1.95700 0.10 -0.04 0.02 -0.152
N 3.10628 4.79535 2.87054 -0.07 0.01 -0.01 -0.143
C -0.46624 -2.76495 -2.28974 0.01 -0.01 0.01 -1.787
C 0.66971 -2.29729 -1.38041 -0.05 0.16 0.06 2.010
C 2.00536 -2.96367 -1.78370 0.01 -0.06 -0.03 -1.609
C 0.90325 -0.78390 -1.46032 0.09 -0.27 -0.12 -0.851
C 0.42429 -2.53086 0.11204 0.03 -0.05 -0.01 0.022
C -0.50148 -3.42031 0.62230 -0.01 -0.04 -0.02 -0.518
C -0.63299 -3.57685 2.00405 -0.02 -0.02 -0.05 -0.662
C 0.10309 -2.80936 2.91403 0.03 0.03 0.01 -0.661
C 1.01310 -1.89757 2.43669 0.04 0.01 0.02 -0.687
C 1.18670 -1.72304 1.03455 -0.06 -0.12 0.06 -0.289
H -0.26463 -2.47176 -3.31935 -0.01 -0.01 0.00 0.435
H -1.43091 -2.35344 -1.98822 0.00 -0.01 0.01 0.395
H -0.52764 -3.85319 -2.27134 -0.01 0.00 -0.01 0.465
H 2.19340 -2.79601 -2.84413 0.00 0.00 0.00 0.485
H 1.92356 -4.03797 -1.61219 0.00 0.00 0.00 0.420
H 2.85661 -2.59342 -1.21112 -0.01 0.01 0.01 0.377
H 1.61440 -0.41869 -2.21157 -0.01 0.09 0.03 0.563
H -1.10638 -4.02523 -0.04032 0.00 0.00 0.00 0.459
H -1.32618 -4.32032 2.38032 0.00 0.00 0.00 0.471
H -0.01889 -2.96429 3.97756 0.00 0.00 0.00 0.508
H 1.63969 -1.33607 3.11954 -0.01 -0.01 0.01 0.526
H 2.19193 -1.41764 0.72253 -0.02 0.02 -0.02 0.697
```
Forces are in eV/Å.

## Properties
- Charge: +3
- Energy above the lowest of the compared OMol25 structures with the same formula, charge and spin: 0.0 kJ/mol
- E: -1505.94977 hartree
- Molar mass: 536.3 g mol⁻¹
- Gap between HOMO and LUMO (alpha / beta): 6.474 / 6.477 eV

> Which of these has the lowest energy above the lowest of the compared OMol25 structures with the same formula, charge and spin?

C17H18N7SW

Repeat the third record exactly.
Here is a single C5H5NO2 molecule at a distorted geometry from the OMol25 dataset. Energies are from the ωB97M-V functional and the def2-TZVPD basis.

XYZ file:
```
13
Properties=species:S:1:pos:R:3:forces:R:3:mulliken_charge:R:1
C -0.33985 0.25398 -2.74202 -0.82 -4.79 0.18 -0.370
C -0.51603 -0.71298 -1.90724 0.16 5.77 -3.35 -0.247
C -0.89623 -1.02119 -0.55973 -1.51 -2.94 2.78 0.813
O -1.80763 -1.85804 -0.17959 2.96 2.71 -1.59 -0.674
N -0.04066 -0.51666 0.41057 -0.10 1.05 0.68 0.181
O -0.27946 -1.11889 1.70537 -0.56 0.89 -2.37 -0.445
C 0.56444 0.83552 0.47573 1.23 -3.50 1.84 -0.076
C 1.25202 1.15080 1.59428 -2.37 -0.14 -0.46 -0.708
H -0.32938 0.55127 -3.86553 0.13 -0.20 2.71 0.307
H -1.10774 -1.57552 1.38332 0.10 -0.35 0.90 0.387
H 0.81131 1.23428 -0.46956 -0.43 0.65 -0.89 0.231
H 1.08849 0.63062 2.54340 0.29 0.07 -0.54 0.307
H 1.60073 2.14679 1.61100 0.93 0.79 0.12 0.293
```
Forces are in eV/Å.

## Properties
- Energy above the lowest of the compared OMol25 structures with the same formula, charge and spin: 578.5 kJ/mol
- E: -398.55814 hartree
- Molar mass: 111.1 g mol⁻¹
- Gap between HOMO and LUMO: 8.334 eV
- SMILES: C#CC(=O)N(O)C=C

Repeat the third record exactly.
Here is a single C5H5NO2 molecule at a distorted geometry from the OMol25 dataset. Energies are from the ωB97M-V functional and the def2-TZVPD basis.

XYZ file:
```
13
Properties=species:S:1:pos:R:3:forces:R:3:mulliken_charge:R:1
C -0.33985 0.25398 -2.74202 -0.82 -4.79 0.18 -0.370
C -0.51603 -0.71298 -1.90724 0.16 5.77 -3.35 -0.247
C -0.89623 -1.02119 -0.55973 -1.51 -2.94 2.78 0.813
O -1.80763 -1.85804 -0.17959 2.96 2.71 -1.59 -0.674
N -0.04066 -0.51666 0.41057 -0.10 1.05 0.68 0.181
O -0.27946 -1.11889 1.70537 -0.56 0.89 -2.37 -0.445
C 0.56444 0.83552 0.47573 1.23 -3.50 1.84 -0.076
C 1.25202 1.15080 1.59428 -2.37 -0.14 -0.46 -0.708
H -0.32938 0.55127 -3.86553 0.13 -0.20 2.71 0.307
H -1.10774 -1.57552 1.38332 0.10 -0.35 0.90 0.387
H 0.81131 1.23428 -0.46956 -0.43 0.65 -0.89 0.231
H 1.08849 0.63062 2.54340 0.29 0.07 -0.54 0.307
H 1.60073 2.14679 1.61100 0.93 0.79 0.12 0.293
```
Forces are in eV/Å.

## Properties
- Energy above the lowest of the compared OMol25 structures with the same formula, charge and spin: 578.5 kJ/mol
- E: -398.55814 hartree
- Molar mass: 111.1 g mol⁻¹
- Gap between HOMO and LUMO: 8.334 eV
- SMILES: C#CC(=O)N(O)C=C

> Which formula does entry 3 have?

C5H5NO2